Computed, not measured: a 11-piece molecular cluster, C72H162F24N5P6 overall at a distorted geometry, with the ωB97M-V functional and the def2-TZVPD basis.

Results
**Molecular weight**: 1739.92 g mol⁻¹
**Energy**: -7558.8313 a.u.
**Total charge**: +3
**Frontier orbital gap**: 7.8 eV

Atoms and positions in Å:
1 C 8.6479 2.0581 12.2039
2 C 7.2496 2.0010 11.6298
3 C 7.0033 0.7687 10.7015
4 C 5.5624 0.3549 10.3125
5 P 4.8948 -1.2108 11.1779
6 C 6.2442 -2.4540 11.0250
7 C 5.7549 -3.8265 11.2435
8 C 6.7579 -4.9743 10.7097
9 C 7.0522 -4.9427 9.2221
10 C 3.4212 -1.8972 10.3180
11 C 3.6004 -2.2205 8.8542
12 C 2.3433 -2.8270 8.2422
13 C 2.1557 -2.6482 6.7416
14 C 4.5786 -0.6161 12.8749
15 C 5.7965 -0.7218 13.7983
16 C 5.6503 0.0280 15.1649
17 C 5.7974 1.5749 15.2748
18 H 9.3885 1.8178 11.4411
19 H 8.8043 1.5640 13.1628
20 H 8.8754 3.1155 12.3383
21 H 6.9528 2.9169 11.1186
22 H 6.5552 1.9392 12.4677
23 H 7.4696 -0.0728 11.2140
24 H 7.5477 0.9356 9.7720
25 H 5.5232 0.3289 9.2235
26 H 4.9709 1.2054 10.6512
27 H 7.1267 -2.2704 11.6378
28 H 6.6101 -2.3151 10.0077
29 H 4.7676 -4.0838 10.8598
30 H 5.5172 -3.8760 12.3061
31 H 6.4943 -5.9698 11.0666
32 H 7.6757 -4.7746 11.2629
33 H 7.9386 -4.3183 9.1104
34 H 6.1629 -4.5931 8.6977
35 H 7.3930 -5.9309 8.9132
36 H 2.6198 -1.1735 10.4668
37 H 3.1578 -2.8291 10.8183
38 H 4.5513 -2.7511 8.8055
39 H 3.8383 -1.3925 8.1865
40 H 1.4441 -2.4225 8.7069
41 H 2.5047 -3.9046 8.2686
42 H 2.0493 -1.5793 6.5567
43 H 1.2370 -3.1489 6.4361
44 H 2.8772 -3.0321 6.0204
45 H 3.7544 -1.2525 13.1974
46 H 4.1147 0.3612 12.7417
47 H 6.7345 -0.4359 13.3224
48 H 6.0817 -1.7387 14.0677
49 H 6.5101 -0.2588 15.7703
50 H 4.6830 -0.2566 15.5791
51 H 5.9597 1.7652 16.3357
52 H 4.8856 2.0609 14.9275
53 H 6.6783 1.8344 14.6876
54 C 7.3457 6.9220 3.3700
55 C 8.1085 8.2356 2.9442
56 C 9.7118 8.1733 3.1316
57 C 10.5184 7.0888 2.3306
58 P 10.8445 7.5720 0.6202
59 C 12.0510 6.4430 -0.1279
60 C 12.3431 6.7546 -1.6075
61 C 13.3137 7.9866 -1.9047
62 C 13.8759 7.9741 -3.3007
63 C 9.2840 7.5158 -0.3402
64 C 8.5077 6.2446 -0.2879
65 C 8.4358 5.4802 -1.5583
66 C 7.6556 6.1523 -2.6973
67 C 11.4039 9.3112 0.8375
68 C 12.6791 9.5582 1.6512
69 C 13.0859 11.0344 1.9391
70 C 14.2702 11.1444 2.9250
71 H 7.2001 6.8056 4.4440
72 H 7.8785 6.0232 3.0597
73 H 6.3438 6.9087 2.9409
74 H 7.6892 9.0656 3.5129
75 H 7.9700 8.4135 1.8778
76 H 9.8604 8.0285 4.2016
77 H 10.2531 9.1187 3.1684
78 H 10.0887 6.0931 2.4404
79 H 11.4794 6.9863 2.8346
80 H 11.6006 5.4527 -0.0604
81 H 12.9514 6.5519 0.4767
82 H 11.3637 6.8471 -2.0769
83 H 12.8123 5.8961 -2.0881
84 H 14.1316 7.9407 -1.1857
85 H 12.7454 8.8985 -1.7213
86 H 14.8327 8.4953 -3.3305
87 H 13.1178 8.4043 -3.9551
88 H 14.2712 7.0131 -3.6298
89 H 9.6358 7.6684 -1.3605
90 H 8.6499 8.3851 -0.1660
91 H 7.4675 6.4044 -0.0040
92 H 9.0168 5.4688 0.2840
93 H 7.9023 4.5482 -1.3719
94 H 9.4080 5.0540 -1.8058
95 H 6.7140 6.5158 -2.2857
96 H 7.4596 5.6551 -3.6473
97 H 8.2542 7.0153 -2.9886
98 H 10.5458 9.9016 1.1586
99 H 11.6043 9.6034 -0.1933
100 H 13.4250 9.0845 1.0129
101 H 12.8522 8.8960 2.4995
102 H 12.2120 11.5750 2.3025
103 H 13.2009 11.6037 1.0167
104 H 14.6189 12.1761 2.9713
105 H 15.1339 10.5251 2.6834
106 H 13.8085 10.8055 3.8524
107 C -4.8766 -10.7712 -6.3080
108 C -6.0510 -10.8146 -5.3443
109 C -6.1739 -9.6892 -4.2078
110 N -7.4819 -9.7297 -3.4405
111 C -7.5487 -11.1126 -2.7034
112 C -8.7695 -9.5472 -4.2567
113 C -9.8684 -8.8666 -3.4159
114 C -9.1133 -8.3075 -2.1758
115 C -7.6765 -8.5347 -2.5559
116 H -5.1438 -10.1715 -7.1781
117 H -4.7643 -11.7669 -6.7370
118 H -4.0189 -10.3001 -5.8279
119 H -5.9860 -11.8180 -4.9237
120 H -6.9891 -10.9788 -5.8745
121 H -6.1985 -8.6954 -4.6549
122 H -5.3687 -9.7864 -3.4796
123 H -8.5054 -11.2257 -2.1936
124 H -6.6915 -11.1376 -2.0306
125 H -7.4051 -11.8682 -3.4758
126 H -9.1055 -10.4505 -4.7659
127 H -8.5847 -8.9196 -5.1286
128 H -10.7968 -9.4247 -3.2949
129 H -10.1319 -8.0371 -4.0722
130 H -9.4071 -8.8091 -1.2537
131 H -9.3761 -7.2511 -2.1210
132 H -6.8679 -8.5277 -1.8249
133 H -7.4144 -7.7420 -3.2566
134 C -7.3366 0.0484 -5.1466
135 C -5.9543 0.6283 -5.6860
136 C -5.3681 1.5399 -4.5583
137 N -3.8139 1.5494 -4.3587
138 C -3.0962 2.1939 -5.6017
139 C -3.2677 0.1113 -3.9729
140 C -1.8909 0.4032 -3.4873
141 C -2.0547 1.7235 -2.7473
142 C -3.4079 2.2632 -3.0487
143 H -7.8292 -0.6376 -5.8358
144 H -8.0473 0.8728 -5.0873
145 H -7.1066 -0.4677 -4.2145
146 H -6.3375 1.2628 -6.4851
147 H -5.2834 -0.1539 -6.0416
148 H -5.7401 1.3176 -3.5581
149 H -5.4308 2.6279 -4.5430
150 H -2.0629 2.4672 -5.3880
151 H -3.5828 3.0949 -5.9754
152 H -2.9939 1.4145 -6.3568
153 H -3.1780 -0.4862 -4.8801
154 H -3.9272 -0.3680 -3.2493
155 H -1.2249 0.5956 -4.3284
156 H -1.5354 -0.4470 -2.9052
157 H -1.2109 2.3697 -2.9893
158 H -1.9427 1.6688 -1.6644
159 H -3.5313 3.3073 -3.3364
160 H -4.1592 1.9418 -2.3274
161 C -16.0625 -6.8537 -13.0763
162 C -15.4856 -5.4631 -12.8122
163 C -16.5613 -4.4174 -13.1147
164 N -16.2075 -3.0029 -12.5811
165 C -14.9081 -2.4323 -13.1845
166 C -17.4335 -2.0307 -12.9782
167 C -18.2763 -1.9514 -11.7705
168 C -17.1647 -1.8104 -10.7109
169 C -16.1633 -2.9282 -11.0505
170 H -15.2798 -7.5950 -12.9149
171 H -16.3919 -6.9033 -14.1141
172 H -16.9098 -6.9846 -12.4033
173 H -14.6615 -5.3677 -13.5192
174 H -15.0901 -5.4409 -11.7967
175 H -17.4683 -4.7686 -12.6228
176 H -16.6551 -4.3132 -14.1957
177 H -15.1155 -2.0463 -14.1826
178 H -14.3250 -3.3527 -13.2139
179 H -14.5428 -1.6750 -12.4908
180 H -17.0375 -1.0654 -13.2937
181 H -17.9493 -2.3109 -13.8966
182 H -18.8692 -1.0368 -11.7750
183 H -18.9854 -2.7616 -11.6005
184 H -16.7124 -0.8194 -10.6735
185 H -17.7453 -1.9154 -9.7944
186 H -15.1442 -2.8067 -10.6836
187 H -16.5436 -3.8636 -10.6399
188 C -6.3960 10.1954 8.1700
189 C -6.3016 8.9912 7.1156
190 C -6.5125 7.6513 7.8578
191 N -6.3166 6.3262 7.0730
192 C -7.3126 6.3157 5.9193
193 C -6.7269 5.0617 7.9871
194 C -5.6604 3.9920 7.6693
195 C -4.7038 4.6198 6.5814
196 C -4.9095 6.1237 6.6413
197 H -6.1720 11.1466 7.6871
198 H -5.6297 10.2615 8.9423
199 H -7.3901 10.1904 8.6171
200 H -5.2551 8.8686 6.8365
201 H -6.9701 9.2887 6.3077
202 H -7.5203 7.5417 8.2582
203 H -5.8210 7.6018 8.6989
204 H -7.1948 5.3847 5.3648
205 H -7.0824 7.1613 5.2712
206 H -8.2907 6.4512 6.3810
207 H -7.7544 4.7258 7.8478
208 H -6.6418 5.4805 8.9898
209 H -6.1256 3.0594 7.3500
210 H -5.1984 3.8775 8.6499
211 H -4.9137 4.3216 5.5542
212 H -3.6592 4.3275 6.6895
213 H -4.6604 6.7475 5.7828
214 H -4.2242 6.5388 7.3803
215 C 9.8072 -9.8603 -3.2762
216 C 8.6721 -8.8357 -2.9058
217 C 7.6029 -8.7998 -4.0744
218 N 6.5847 -7.6117 -3.9999
219 C 7.3908 -6.2932 -4.1037
220 C 5.7176 -7.5434 -2.6652
221 C 4.3334 -7.0221 -3.1508
222 C 4.1931 -7.7141 -4.4417
223 C 5.5269 -7.7621 -5.1919
224 H 10.6668 -9.3169 -3.6683
225 H 9.6032 -10.6409 -4.0092
226 H 10.1601 -10.4488 -2.4293
227 H 9.1992 -7.8922 -2.7640
228 H 8.1683 -9.1082 -1.9785
229 H 6.9686 -9.6816 -4.1649
230 H 8.0922 -8.5580 -5.0179
231 H 8.1833 -6.1494 -3.3692
232 H 6.6153 -5.5279 -4.0705
233 H 7.9338 -6.2640 -5.0483
234 H 6.1928 -6.8927 -1.9311
235 H 5.5641 -8.5686 -2.3283
236 H 4.2819 -5.9550 -3.3670
237 H 3.5657 -7.2586 -2.4141
238 H 3.5085 -7.0060 -4.9086
239 H 3.7645 -8.7154 -4.4003
240 H 5.6157 -6.9254 -5.8848
241 H 5.5726 -8.7253 -5.7002
242 P -5.3172 9.8426 -1.4080
243 F -6.3635 10.7756 -2.2309
244 F -6.3279 8.5752 -1.4028
245 F -4.6609 9.2774 -2.8162
246 F -4.1742 8.9365 -0.6279
247 F -4.2242 11.0482 -1.4267
248 F -6.0202 10.3119 0.0288
249 P -7.5188 -5.0773 -11.5583
250 F -7.4484 -4.0174 -12.7946
251 F -6.3109 -4.3033 -10.7631
252 F -8.6016 -4.0381 -10.8487
253 F -7.6940 -6.0144 -10.2962
254 F -8.8424 -5.8810 -12.1581
255 F -6.5101 -6.1841 -12.3064
256 P -8.2365 -1.3682 2.1653
257 F -8.8273 -2.7731 2.8042
258 F -8.9582 -0.3887 3.3448
259 F -6.8581 -1.6612 3.0388
260 F -7.5863 -0.0030 1.5151
261 F -7.4865 -2.2885 1.0067
262 F -9.5657 -1.1791 1.1441
263 P 2.9958 -1.7875 -10.2650
264 F 2.8259 -1.9840 -8.6707
265 F 4.4508 -2.3863 -10.0758
266 F 2.5076 -3.3598 -10.4777
267 F 3.1616 -1.5979 -11.8479
268 F 1.4833 -1.3552 -10.4035
269 F 3.3859 -0.2651 -10.0976

Cartesian forces, eV/Å:
C 0.42 1.35 -0.79
C -1.43 -1.01 -0.06
C 0.75 -0.27 0.59
C -0.15 0.19 0.68
P 1.62 1.59 -1.22
C -0.08 1.08 -0.88
C -0.26 -2.99 0.13
C -0.23 1.21 1.95
C 0.38 0.03 0.82
C 0.09 0.85 0.56
C 0.78 1.04 -0.87
C 1.20 -1.65 -1.00
C -0.45 1.00 -0.47
C -0.34 -1.23 -0.49
C 0.63 0.85 0.93
C 0.35 0.51 -0.47
C -0.46 -1.38 -0.76
H 0.12 -0.69 0.18
H -0.02 -0.30 -0.32
H -0.01 0.09 0.53
H 0.28 0.05 -0.19
H -0.24 -0.05 0.09
H 0.37 -0.07 -0.19
H 0.19 -0.13 0.07
H -0.43 -0.45 0.11
H -0.71 -0.21 -0.16
H -0.26 0.33 0.29
H -0.06 0.09 -0.32
H 0.01 0.42 -0.75
H 0.59 -0.67 0.39
H -0.65 0.18 -0.07
H 0.30 -0.06 -0.04
H -0.34 0.41 -0.65
H 0.31 -0.11 -0.51
H -0.43 0.02 -0.28
H -0.16 -0.01 0.16
H -0.14 0.13 0.32
H -0.37 -1.04 -0.47
H -0.02 0.89 0.58
H 0.08 -0.51 0.35
H -0.90 -0.29 1.12
H -0.15 0.09 -0.42
H -0.21 0.20 0.16
H 0.60 -0.08 0.60
H -0.03 -0.11 0.52
H 0.39 0.27 0.20
H -0.11 0.71 -0.34
H -0.82 -0.42 -0.14
H -0.42 -0.92 0.20
H 0.26 -0.28 0.46
H -0.04 0.37 -0.20
H 0.26 0.40 -0.03
H -0.08 0.54 0.15
C 0.65 0.63 -0.24
C 1.44 -1.00 -0.06
C -1.11 -0.46 1.21
C -0.46 0.37 0.96
P -0.88 0.66 1.21
C 0.05 0.88 -0.40
C 0.70 0.72 -0.35
C -1.07 -1.40 1.04
C 0.52 0.11 -0.09
C 1.02 1.25 -0.57
C -0.26 -1.34 0.24
C -0.97 -1.82 -2.12
C 1.00 1.06 0.25
C -0.13 -0.11 -0.76
C 1.16 -0.53 -0.74
C -0.54 -0.38 -0.55
C -1.10 -0.03 -0.53
H 0.24 0.39 0.11
H -0.05 -0.02 -0.27
H 0.09 0.01 -0.17
H 0.25 0.12 -0.17
H -0.52 0.10 0.08
H -0.05 -1.09 0.21
H -0.44 0.43 -1.14
H -0.28 0.04 -0.32
H 0.27 0.12 -0.16
H 0.18 -0.14 0.31
H 0.06 -0.43 0.15
H 0.17 0.24 -0.51
H -0.05 -0.21 0.26
H -0.03 0.00 0.22
H 0.25 0.20 -0.06
H -0.39 0.91 -0.07
H 0.51 -0.22 -0.52
H -0.87 -0.48 -0.03
H 0.03 0.13 -0.25
H 0.29 0.11 0.37
H 0.23 0.08 0.75
H -0.34 0.39 1.22
H -0.24 -0.09 0.49
H 0.38 0.56 -0.58
H -0.10 0.03 -0.13
H 0.15 -0.64 0.44
H -0.27 0.45 -0.18
H -0.13 -0.16 0.09
H -0.03 0.43 -0.07
H 0.62 0.44 -0.33
H -0.86 0.35 0.72
H -0.11 -0.17 0.77
H 0.67 -0.42 -0.40
H -0.14 -0.08 0.31
H -0.19 -0.14 -0.16
H 0.68 0.22 0.44
C -0.86 1.15 -0.53
C -0.80 -0.61 1.28
C -0.66 -0.73 -1.62
N -2.07 -1.96 0.40
C 0.30 1.39 -0.69
C -0.36 -0.86 -1.58
C 0.86 0.47 -0.72
C -1.05 -0.92 -0.21
C 1.99 1.06 -0.26
H 0.18 0.36 0.07
H 0.66 0.03 0.43
H 0.34 -0.59 -0.24
H 0.27 0.17 0.95
H -0.20 0.88 -0.28
H 0.46 -0.04 -0.13
H -0.06 0.13 -0.03
H 0.18 0.13 -0.04
H -0.24 0.00 0.16
H -0.28 0.10 0.22
H 0.28 -0.48 0.61
H 0.75 0.29 0.29
H 0.43 -0.28 0.48
H -0.36 0.19 0.37
H 0.05 0.07 -0.02
H 0.48 -0.07 0.45
H -0.43 -0.07 0.46
H 0.10 0.32 0.10
C 1.34 0.08 -0.44
C -1.92 1.01 0.90
C 1.90 0.43 0.68
N 0.29 -1.75 -0.02
C 0.20 -1.28 0.84
C -0.10 0.75 -2.35
C 0.04 0.10 0.37
C 1.73 0.59 1.51
C -1.44 0.23 -2.15
H 0.50 -0.18 -0.14
H 0.15 0.02 0.71
H -0.67 0.13 0.17
H 0.95 -0.03 -0.45
H 0.03 0.22 0.09
H -0.11 -0.67 -0.08
H -1.25 0.08 -1.11
H -0.15 -0.01 0.60
H -0.48 -0.34 0.30
H -0.52 0.14 -0.13
H -0.58 -0.08 0.01
H -0.16 0.42 -0.05
H 0.03 -0.47 0.01
H 0.25 0.27 0.07
H -0.32 0.35 -0.40
H -0.20 -0.43 0.09
H 0.31 0.20 0.80
H 0.09 0.28 0.08
C 0.03 0.56 0.09
C 0.19 -0.24 -0.68
C 1.44 0.37 0.75
N -1.61 1.22 -0.93
C -1.23 -1.55 0.53
C 0.63 -0.63 -1.29
C 0.63 1.28 0.45
C -1.10 -0.43 0.74
C -0.96 0.02 0.07
H -0.29 -0.10 0.06
H -0.13 -0.24 0.04
H -0.02 -0.51 -0.09
H 0.24 0.29 0.23
H -0.07 0.33 0.04
H -0.29 0.59 -0.20
H -0.35 -0.01 0.13
H 0.10 -0.06 0.16
H 0.83 0.74 -0.16
H 0.12 -0.12 -0.32
H 0.48 0.07 0.71
H 0.26 -1.01 0.06
H -0.05 0.00 -0.13
H 0.40 -0.29 -0.02
H -0.03 -0.02 -0.37
H 0.92 -0.34 0.61
H -0.09 0.17 -0.27
H 0.06 -0.10 -0.24
C 0.38 -0.62 -0.78
C 1.01 0.34 2.02
C -0.99 -0.41 -0.13
N -1.81 0.07 0.32
C 0.94 0.44 0.27
C 1.22 1.37 -0.58
C -0.05 1.07 -0.10
C -0.32 -0.37 -0.44
C 0.78 0.12 0.85
H -0.67 -0.08 -0.53
H -0.03 -0.98 0.26
H 0.10 0.27 0.02
H -0.01 0.75 -0.82
H 0.14 -0.71 -0.12
H -0.08 0.18 0.06
H 0.07 -0.02 -0.07
H -0.26 0.04 0.14
H -0.08 -0.11 -0.03
H 0.01 -0.23 -0.34
H 0.08 0.50 -0.49
H 0.06 -0.35 0.05
H 0.22 0.09 0.01
H 0.63 -0.56 -0.42
H -0.54 -0.51 0.16
H -0.05 0.20 0.40
H -0.47 -0.53 -0.49
H -0.39 0.07 0.60
C 0.08 0.04 0.19
C -0.41 -1.22 -1.32
C 0.10 1.69 0.84
N 0.77 0.05 0.62
C -0.97 -0.57 -0.73
C -0.33 0.48 -1.46
C 1.82 -0.21 1.43
C -1.38 0.13 -1.67
C -0.31 0.64 1.78
H -0.02 0.00 0.03
H -0.66 0.27 -0.21
H -0.09 0.39 0.30
H -0.47 0.12 -0.07
H 0.09 -0.01 0.01
H 0.42 -0.17 0.18
H 0.11 -0.54 -0.06
H -0.66 -0.39 0.50
H 0.46 0.28 0.01
H -0.47 -0.11 -0.26
H 0.31 -0.37 -0.14
H 0.37 0.07 0.13
H 0.42 0.15 0.53
H 0.01 -0.03 -0.12
H -0.29 -0.87 -1.08
H -0.13 0.15 0.18
H 0.44 -0.14 0.12
H 0.80 0.21 0.09
P 0.68 -0.30 -0.31
F 0.32 -0.57 0.40
F -0.01 0.16 -0.13
F -0.55 0.33 0.27
F -0.73 0.20 0.40
F -0.71 0.03 0.46
F 1.09 -0.02 -0.97
P -1.15 0.52 -0.23
F 0.32 -1.21 0.30
F -0.09 -0.52 -0.99
F 0.25 0.11 -0.06
F 0.61 -1.14 1.24
F 0.78 0.56 -0.88
F -0.87 1.65 0.81
P -0.01 -0.38 -0.62
F -0.36 1.54 -0.30
F 1.00 -1.77 -1.28
F -0.94 1.19 0.31
F -0.17 -0.80 0.46
F -0.71 0.61 -0.16
F 1.38 -0.38 1.54
P -1.25 -2.00 -0.73
F -0.44 0.37 0.95
F 1.69 0.57 -0.43
F -0.10 0.22 -0.10
F 0.60 -0.48 -0.51
F -1.56 0.36 0.28
F 1.12 0.91 0.81